# C7H15N2

An isolated ion of composition C7H15N2 and charge +1 (wB97M-V/def2-TZVPD, OMol25).

- Molecular weight: 127.211 g/mol
- HOMO level (spin up / spin down): -10.083 / -14.492 eV
- Lowest unoccupied orbital energy (spin up / spin down): -2.731 / -8.114 eV
- Net charge: +1
- <S²>: 2.007
- Gap between HOMO and LUMO (spin up / spin down): 7.35 / 6.38 eV
- Multiplicity: 3
- Total energy: -10469.0076 eV
- Energy relative to the best compared isomer or geometry (same formula, charge and spin): 65.7 kcal per mole

Structure (XYZ):
```
24
Properties=species:S:1:pos:R:3:mulliken_charge:R:1
C 0.866 -1.809 -0.329 -0.273
C 2.209 0.269 0.337 -0.935
C 1.590 -0.623 -0.738 -0.011
C -0.593 0.436 -0.418 0.333
C -0.340 1.588 -1.284 -1.556
C -2.240 -1.050 0.825 -1.258
C -2.040 0.288 0.190 -0.022
N 0.150 -0.624 -0.714 0.165
N 1.121 0.933 1.046 -0.377
H 0.577 -2.623 -0.964 0.279
H 0.988 -2.148 0.780 0.224
H 2.904 -0.285 0.922 0.424
H 2.944 0.906 -0.139 0.424
H 2.113 -0.603 -1.716 0.358
H -0.859 1.562 -2.289 0.361
H 0.739 1.738 -1.503 0.336
H -0.696 2.373 -0.712 0.417
H -3.101 -1.068 1.535 0.343
H -1.414 -1.258 1.509 0.283
H -2.348 -1.905 0.226 0.356
H -2.165 1.198 0.862 0.320
H -2.624 0.403 -0.808 0.250
H 0.840 0.470 1.970 0.280
H 1.381 1.834 1.411 0.280
```